The following is a DFT calculation (ωB97M-V/def2-TZVPD) of 16 unconnected molecules or ions with the total composition C87H219N13O29 at a distorted geometry.

Each atom is followed by the atoms it is bonded to, with distances in Å.
Cartesian coordinates (Å):
1 C 17.3309 25.6490 18.5689  C2 1.548, H5 1.090, H6 1.090, H7 1.090
2 C 16.9346 24.2261 19.0332  C1 1.548, C3 1.551, O4 1.438, H8 1.090
3 C 17.6152 23.0156 18.3432  C2 1.551, H9 1.090, H10 1.090, H11 1.090
4 O 17.1671 24.1323 20.4488  C2 1.438, H12 0.960
5 H 16.9728 25.9280 17.5779  C1 1.090
6 H 18.4071 25.8220 18.5626  C1 1.090
7 H 16.8210 26.3030 19.2762  C1 1.090
8 H 15.8571 24.1856 18.8739  C2 1.090
9 H 18.7007 23.0814 18.4165  C3 1.090
10 H 17.5689 22.9296 17.2576  C3 1.090
11 H 17.2955 22.0820 18.8060  C3 1.090
12 H 16.7040 23.3450 20.7445  O4 0.960
13 C 24.9596 22.8812 20.6762  C14 1.543, H17 1.090, H18 1.090, H19 1.090
14 C 25.9313 23.9008 21.3072  C13 1.543, C15 1.557, O16 1.435, H20 1.090
15 C 26.0635 25.2955 20.6281  C14 1.557, H21 1.090, H22 1.090, H23 1.090
16 O 25.4202 24.1448 22.6257  C14 1.435, H24 0.960
17 H 24.7612 22.0836 21.3922  C13 1.090
18 H 25.3152 22.3772 19.7775  C13 1.090
19 H 23.9891 23.3440 20.4973  C13 1.090
20 H 26.9203 23.4437 21.3377  C14 1.090
21 H 25.1283 25.5959 20.1556  C15 1.090
22 H 26.8155 25.3135 19.8393  C15 1.090
23 H 26.3270 26.0284 21.3907  C15 1.090
24 H 24.7583 24.8287 22.5002  O16 0.960
25 C 32.3070 15.3475 22.3825  C26 1.550, H29 1.090, H30 1.090, H31 1.090
26 C 31.8838 16.8099 22.0914  C25 1.550, C27 1.496, O28 1.373, H32 1.090
27 C 32.6240 17.2652 20.8736  C26 1.496, H33 1.090, H34 1.090, H35 1.090
28 O 30.5342 16.9301 21.8685  C26 1.373, H36 0.960
29 H 32.0248 14.7292 21.5304  C25 1.090
30 H 31.7857 15.0104 23.2784  C25 1.090
31 H 33.3785 15.2549 22.5600  C25 1.090
32 H 32.2393 17.4338 22.9114  C26 1.090
33 H 32.2040 18.2078 20.5229  C27 1.090
34 H 32.5731 16.5825 20.0254  C27 1.090
35 H 33.6784 17.4095 21.1094  C27 1.090
36 H 30.3106 16.0678 21.5108  O28 0.960
37 C 16.8215 12.6294 18.5756  O38 1.402, H46 1.090, H47 1.090, H48 1.090
38 O 18.1964 12.8742 18.4504  C37 1.402, C39 1.414
39 C 18.5883 14.0764 19.0828  O38 1.414, C40 1.538, H49 1.090, H50 1.090
40 C 19.9950 14.0444 19.7031  C39 1.538, N41 1.463, H51 1.090, H52 1.090
41 N 20.9680 14.1251 18.6134  C40 1.463, C42 1.527, H53 1.010
42 C 22.4209 14.0021 19.0671  N41 1.527, C43 1.554, H54 1.090, H55 1.090
43 C 22.9417 14.9681 20.1668  C42 1.554, O44 1.440, H56 1.090, H57 1.090
44 O 22.3806 14.5205 21.4156  C43 1.440, C45 1.414
45 C 22.9523 15.2048 22.5132  O44 1.414, H58 1.090, H59 1.090, H60 1.090
46 H 16.6325 11.6502 18.1355  C37 1.090
47 H 16.1524 13.3646 18.1284  C37 1.090
48 H 16.5722 12.4752 19.6254  C37 1.090
49 H 17.8514 14.3799 19.8264  C39 1.090
50 H 18.4512 14.8976 18.3793  C39 1.090
51 H 19.9022 13.1457 20.3130  C40 1.090
52 H 20.2643 14.9087 20.3101  C40 1.090
53 H 20.7814 13.3874 17.9492  N41 1.010
54 H 23.0094 14.1554 18.1625  C42 1.090
55 H 22.6053 12.9687 19.3606  C42 1.090
56 H 22.8269 16.0094 19.8658  C43 1.090
57 H 24.0265 14.8684 20.1288  C43 1.090
58 H 24.0345 15.1173 22.6098  C45 1.090
59 H 22.6308 14.8385 23.4882  C45 1.090
60 H 22.6584 16.2541 22.4881  C45 1.090
61 C 24.6510 17.7866 13.9874  O62 1.381, H70 1.090, H71 1.090, H72 1.090
62 O 23.7355 16.8226 14.3599  C61 1.381, C63 1.467
63 C 22.7240 17.3718 15.2700  O62 1.467, C64 1.562, H73 1.090, H74 1.090
64 C 22.2581 16.2259 16.2231  C63 1.562, N65 1.439, H75 1.090, H76 1.090
65 N 21.4749 16.6922 17.3366  C64 1.439, C66 1.450, H77 1.010
66 C 20.1571 17.0993 16.8880  N65 1.450, C67 1.515, H78 1.090, H79 1.090
67 C 19.2508 17.5462 18.0169  C66 1.515, O68 1.449, H80 1.090, H81 1.090
68 O 17.9499 17.6910 17.3966  C67 1.449, C69 1.450
69 C 16.9059 18.2236 18.2500  O68 1.450, H82 1.090, H83 1.090, H84 1.090
70 H 25.4045 17.2739 13.3895  C61 1.090
71 H 25.1983 18.2669 14.7986  C61 1.090
72 H 24.2713 18.5536 13.3124  C61 1.090
73 H 21.9106 17.7103 14.6282  C63 1.090
74 H 23.1298 18.2516 15.7693  C63 1.090
75 H 23.1655 15.7362 16.5767  C64 1.090
76 H 21.6855 15.4972 15.6494  C64 1.090
77 H 21.2878 15.8887 17.9193  N65 1.010
78 H 19.6555 16.2860 16.3635  C66 1.090
79 H 20.2728 17.9786 16.2542  C66 1.090
80 H 19.7100 18.4857 18.3245  C67 1.090
81 H 19.2520 16.8760 18.8765  C67 1.090
82 H 16.9078 17.6862 19.1983  C69 1.090
83 H 15.9400 18.0469 17.7767  C69 1.090
84 H 17.0585 19.2975 18.3575  C69 1.090
85 C 22.2587 21.3527 23.4217  O86 1.411, H94 1.090, H95 1.090, H96 1.090
86 O 21.1149 21.9467 22.8469  C85 1.411, C87 1.411
87 C 20.7509 23.1701 23.4486  O86 1.411, C88 1.526, H97 1.090, H98 1.090
88 C 20.2445 23.9856 22.2618  C87 1.526, N89 1.465, H99 1.090, H100 1.090
89 N 21.3691 24.2763 21.3696  C88 1.465, C90 1.438, H101 1.010
90 C 20.8325 25.0615 20.2913  N89 1.438, C91 1.563, H102 1.090, H103 1.090
91 C 21.8650 25.3238 19.1480  C90 1.563, O92 1.410, H104 1.090, H105 1.090
92 O 22.1324 24.1431 18.4248  C91 1.410, C93 1.471
93 C 23.0707 24.3290 17.3070  O92 1.471, H106 1.090, H107 1.090, H108 1.090
94 H 22.0347 21.0226 24.4361  C85 1.090
95 H 23.1763 21.9383 23.4781  C85 1.090
96 H 22.4348 20.4211 22.8839  C85 1.090
97 H 21.6245 23.5678 23.9652  C87 1.090
98 H 20.0185 22.9900 24.2355  C87 1.090
99 H 19.8461 24.9032 22.6948  C88 1.090
100 H 19.4793 23.4221 21.7278  C88 1.090
101 H 21.7364 23.3995 21.0282  N89 1.010
102 H 20.4550 25.9691 20.7622  C90 1.090
103 H 19.9417 24.6070 19.8577  C90 1.090
104 H 22.7752 25.7940 19.5203  C91 1.090
105 H 21.2880 25.8704 18.4020  C91 1.090
106 H 23.2266 23.4271 16.7150  C93 1.090
107 H 24.0518 24.5202 17.7417  C93 1.090
108 H 22.7767 25.0962 16.5907  C93 1.090
109 C 29.6879 22.1735 19.8798  O110 1.434, H118 1.090, H119 1.090, H120 1.090
110 O 30.9520 21.7627 20.4185  C109 1.434, C111 1.419
111 C 30.9123 20.7167 21.3760  O110 1.419, C112 1.570, H121 1.090, H122 1.090
112 C 30.1073 21.0964 22.6696  C111 1.570, N113 1.500, H123 1.090, H124 1.090
113 N 30.7634 22.2177 23.4189  C112 1.500, C114 1.389, H125 1.010
114 C 29.9359 22.7732 24.3860  N113 1.389, C115 1.559, H126 1.090, H127 1.090
115 C 30.5800 24.0740 24.9552  C114 1.559, O116 1.413, H128 1.090, H129 1.090
116 O 30.7324 25.0643 23.9583  C115 1.413, C117 1.365
117 C 31.0227 26.3215 24.4038  O116 1.365, H130 1.090, H131 1.090, H132 1.090
118 H 29.0726 22.7544 20.5668  C109 1.090
119 H 29.0624 21.3016 19.6884  C109 1.090
120 H 29.8425 22.7368 18.9595  C109 1.090
121 H 31.8796 20.2668 21.5995  C111 1.090
122 H 30.4030 19.8755 20.9059  C111 1.090
123 H 30.1004 20.1796 23.2592  C112 1.090
124 H 29.1193 21.4163 22.3384  C112 1.090
125 H 31.1794 22.9625 22.8783  N113 1.010
126 H 29.6083 22.1098 25.1864  C114 1.090
127 H 28.9792 22.9777 23.9054  C114 1.090
128 H 31.4814 23.9428 25.5537  C115 1.090
129 H 29.8548 24.4978 25.6499  C115 1.090
130 H 31.7839 26.3402 25.1838  C117 1.090
131 H 30.0595 26.7234 24.7180  C117 1.090
132 H 31.3138 26.9126 23.5356  C117 1.090
133 C 19.7041 18.4200 21.9255  O134 1.420, H142 1.090, H143 1.090, H144 1.090
134 O 18.7897 17.6470 22.6890  C133 1.420, C135 1.434
135 C 18.8328 16.2444 22.3943  O134 1.434, C136 1.497, H145 1.090, H146 1.090
136 C 18.1674 15.4018 23.4379  C135 1.497, N137 1.441, H147 1.090, H148 1.090
137 N 18.2380 13.9907 23.1564  C136 1.441, C138 1.455, H149 1.010
138 C 17.7084 13.2258 24.2746  N137 1.455, C139 1.544, H150 1.090, H151 1.090
139 C 17.7194 11.6985 24.0518  C138 1.544, O140 1.407, H152 1.090, H153 1.090
140 O 17.0932 11.0109 25.1080  C139 1.407, C141 1.370
141 C 17.2688 9.6523 25.1287  O140 1.370, H154 1.090, H155 1.090, H156 1.090
142 H 19.3932 18.4845 20.8828  C133 1.090
143 H 20.7242 18.0365 21.9479  C133 1.090
144 H 19.7971 19.4545 22.2560  C133 1.090
145 H 19.8691 15.9127 22.3302  C135 1.090
146 H 18.2949 16.0171 21.4739  C135 1.090
147 H 17.1241 15.7150 23.4760  C136 1.090
148 H 18.5902 15.6455 24.4126  C136 1.090
149 H 19.1384 13.6128 22.8985  N137 1.010
150 H 16.6748 13.5458 24.4067  C138 1.090
151 H 18.1949 13.4573 25.2221  C138 1.090
152 H 18.7303 11.3504 23.8397  C139 1.090
153 H 17.0566 11.5114 23.2070  C139 1.090
154 H 16.6655 9.0631 24.4381  C141 1.090
155 H 16.9287 9.3300 26.1129  C141 1.090
156 H 18.3238 9.4035 25.0142  C141 1.090
157 C 20.2461 10.0142 15.7967  O158 1.373, H166 1.090, H167 1.090, H168 1.090
158 O 21.5194 10.3260 15.3901  C157 1.373, C159 1.433
159 C 21.5260 10.8456 14.0541  O158 1.433, C160 1.529, H169 1.090, H170 1.090
160 C 22.9660 10.9327 13.5488  C159 1.529, N161 1.499, H171 1.090, H172 1.090
161 N 23.9333 11.4538 14.5683  C160 1.499, C162 1.443, H173 1.010
162 C 23.7586 12.8720 14.7661  N161 1.443, C163 1.531, H174 1.090, H175 1.090
163 C 25.0498 13.4983 15.2982  C162 1.531, O164 1.399, H176 1.090, H177 1.090
164 O 25.0433 13.4198 16.6950  C163 1.399, C165 1.447
165 C 26.0970 14.2092 17.2958  O164 1.447, H178 1.090, H179 1.090, H180 1.090
166 H 19.5864 9.4750 15.1168  C157 1.090
167 H 19.7029 10.9418 15.9773  C157 1.090
168 H 20.2472 9.5499 16.7829  C157 1.090
169 H 20.9822 11.7883 13.9942  C159 1.090
170 H 20.9564 10.2148 13.3716  C159 1.090
171 H 22.9411 11.4238 12.5761  C160 1.090
172 H 23.3802 9.9702 13.2488  C160 1.090
173 H 23.6825 11.0565 15.4623  N161 1.010
174 H 22.9664 13.0832 15.4843  C162 1.090
175 H 23.5155 13.3605 13.8224  C162 1.090
176 H 25.0443 14.5062 14.8831  C163 1.090
177 H 25.9734 13.0904 14.8873  C163 1.090
178 H 27.0624 13.7970 17.0024  C165 1.090
179 H 25.9829 14.1758 18.3793  C165 1.090
180 H 26.0721 15.2502 16.9735  C165 1.090
181 C 26.3862 20.5646 23.4481  O182 1.464, H190 1.090, H191 1.090, H192 1.090
182 O 26.8614 19.2357 23.8385  C181 1.464, C183 1.469
183 C 27.6648 19.1682 25.0668  O182 1.469, C184 1.584, H193 1.090, H194 1.090
184 C 28.2727 17.7060 25.0498  C183 1.584, N185 1.472, H195 1.090, H196 1.090
185 N 27.2883 16.6126 25.0959  C184 1.472, C186 1.467, H197 1.010
186 C 26.4978 16.6931 26.3290  N185 1.467, C187 1.532, H198 1.090, H199 1.090
187 C 25.2404 15.8234 26.2254  C186 1.532, O188 1.433, H200 1.090, H201 1.090
188 O 24.2880 16.1994 25.2233  C187 1.433, C189 1.427
189 C 23.6026 17.4286 25.4580  O188 1.427, H202 1.090, H203 1.090, H204 1.090
190 H 25.6382 20.9677 24.1308  C181 1.090
191 H 25.8589 20.5106 22.4956  C181 1.090
192 H 27.2192 21.2491 23.2879  C181 1.090
193 H 27.0852 19.3860 25.9639  C183 1.090
194 H 28.4872 19.8777 25.1579  C183 1.090
195 H 29.1034 17.5975 25.7471  C184 1.090
196 H 28.8301 17.5326 24.1293  C184 1.090
197 H 26.5851 16.8225 24.4019  N185 1.010
198 H 26.1739 17.7036 26.5781  C186 1.090
199 H 27.0211 16.3572 27.2242  C186 1.090
200 H 24.7307 15.7488 27.1860  C187 1.090
201 H 25.4978 14.8034 25.9399  C187 1.090
202 H 22.7391 17.5197 24.7990  C189 1.090
203 H 24.2416 18.2500 25.1336  C189 1.090
204 H 23.2978 17.5679 26.4952  C189 1.090
205 C 12.1562 23.4841 22.9915  O206 1.419, H214 1.090, H215 1.090, H216 1.090
206 O 13.2659 22.6282 22.7702  C205 1.419, C207 1.440
207 C 14.5307 23.2999 22.9182  O206 1.440, C208 1.547, H217 1.090, H218 1.090
208 C 15.6871 22.2764 22.8274  C207 1.547, N209 1.459, H219 1.090, H220 1.090
209 N 15.8337 21.8205 21.4498  C208 1.459, C210 1.459, H221 1.010
210 C 16.8076 20.7363 21.3904  N209 1.459, C211 1.516, H222 1.090, H223 1.090
211 C 16.2404 19.4391 21.9318  C210 1.516, O212 1.423, H224 1.090, H225 1.090
212 O 15.0088 19.0810 21.3150  C211 1.423, C213 1.430
213 C 14.3462 17.8831 21.7287  O212 1.430, H226 1.090, H227 1.090, H228 1.090
214 H 12.2667 24.3975 22.4071  C205 1.090
215 H 12.0614 23.7134 24.0529  C205 1.090
216 H 11.2261 23.0246 22.6570  C205 1.090
217 H 14.5699 23.6030 23.9645  C207 1.090
218 H 14.6774 24.2056 22.3299  C207 1.090
219 H 15.3641 21.4709 23.4869  C208 1.090
220 H 16.6241 22.6911 23.1990  C208 1.090
221 H 15.0518 21.1868 21.3656  N209 1.010
222 H 17.7396 20.9899 21.8954  C210 1.090
223 H 16.9971 20.6388 20.3214  C210 1.090
224 H 16.2779 19.3943 23.0202  C211 1.090
225 H 16.9269 18.6376 21.6591  C211 1.090
226 H 14.8170 16.9946 21.3078  C213 1.090
227 H 13.2798 17.8735 21.5033  C213 1.090
228 H 14.3853 17.8004 22.8148  C213 1.090
229 C 30.1238 19.0568 17.8011  O230 1.420, H238 1.090, H239 1.090, H240 1.090
230 O 29.6207 17.7445 17.5951  C229 1.420, C231 1.403
231 C 29.5068 17.3331 16.2588  O230 1.403, C232 1.492, H241 1.090, H242 1.090
232 C 28.3038 17.8677 15.5557  C231 1.492, N233 1.496, H243 1.090, H244 1.090
233 N 28.3618 18.0710 14.0752  C232 1.496, C234 1.443, H245 1.010
234 C 28.4861 16.8399 13.3331  N233 1.443, C235 1.522, H246 1.090, H247 1.090
235 C 28.3925 17.1497 11.8459  C234 1.522, O236 1.409, H248 1.090, H249 1.090
236 O 28.8648 16.0319 11.1298  C235 1.409, C237 1.462
237 C 28.8603 16.1881 9.6760  O236 1.462, H250 1.090, H251 1.090, H252 1.090
238 H 30.2902 19.1644 18.8730  C229 1.090
239 H 29.4504 19.8238 17.4187  C229 1.090
240 H 31.0506 19.2152 17.2498  C229 1.090
241 H 29.3375 16.2640 16.3872  C231 1.090
242 H 30.4227 17.6227 15.7436  C231 1.090
243 H 28.0891 18.8115 16.0569  C232 1.090
244 H 27.4676 17.1898 15.7270  C232 1.090
245 H 28.9272 18.8462 13.7599  N233 1.010
246 H 27.8871 16.0194 13.7282  C234 1.090
247 H 29.5185 16.5133 13.4584  C234 1.090
248 H 28.9486 18.0830 11.7568  C235 1.090
249 H 27.3325 17.2557 11.6150  C235 1.090
250 H 29.2641 17.1540 9.3724  C237 1.090
251 H 27.8258 16.1055 9.3427  C237 1.090
252 H 29.3899 15.4492 9.0747  C237 1.090
253 C 27.5803 18.5560 20.4653  O254 1.403, H262 1.090, H263 1.090, H264 1.090
254 O 26.3981 18.0106 19.9428  C253 1.403, C255 1.428
255 C 26.2812 18.1390 18.5255  O254 1.428, C256 1.562, H265 1.090, H266 1.090
256 C 24.8370 17.7096 18.1157  C255 1.562, N257 1.461, H267 1.090, H268 1.090
257 N 23.7537 18.6759 18.2778  C256 1.461, C258 1.454, H269 1.010
258 C 23.6636 19.1849 19.6366  N257 1.454, C259 1.561, H270 1.090, H271 1.090
259 C 22.6610 20.3815 19.6389  C258 1.561, O260 1.398, H272 1.090, H273 1.090
260 O 21.3834 20.0014 19.2157  C259 1.398, C261 1.417
261 C 20.3518 20.9477 19.4359  O260 1.417, H274 1.090, H275 1.090, H276 1.090
262 H 27.6405 19.6130 20.2058  C253 1.090
263 H 28.4749 18.0806 20.0632  C253 1.090
264 H 27.7364 18.4715 21.5408  C253 1.090
265 H 27.0248 17.5360 18.0044  C255 1.090
266 H 26.5554 19.1410 18.1955  C255 1.090
267 H 24.6019 16.8391 18.7281  C256 1.090
268 H 24.9073 17.3234 17.0988  C256 1.090
269 H 22.8680 18.2621 18.0239  N257 1.010
270 H 24.6219 19.5846 19.9680  C258 1.090
271 H 23.3008 18.4418 20.3467  C258 1.090
272 H 22.9801 20.9972 18.7980  C259 1.090
273 H 22.6447 21.0433 20.5049  C259 1.090
274 H 19.3435 20.6505 19.1476  C261 1.090
275 H 20.5483 21.8951 18.9340  C261 1.090
276 H 20.2717 21.1176 20.5096  C261 1.090
277 C 26.2518 12.5627 22.7236  O278 1.413, H286 1.090, H287 1.090, H288 1.090
278 O 26.9800 13.0779 21.6280  C277 1.413, C279 1.409
279 C 27.4046 14.3942 21.8990  O278 1.409, C280 1.552, H289 1.090, H290 1.090
280 C 28.1304 14.9847 20.6613  C279 1.552, N281 1.422, H291 1.090, H292 1.090
281 N 29.3761 14.3504 20.3997  C280 1.422, C282 1.493, H293 1.010
282 C 29.9713 14.8762 19.1351  N281 1.493, C283 1.513, H294 1.090, H295 1.090
283 C 31.0713 14.0429 18.5143  C282 1.513, O284 1.480, H296 1.090, H297 1.090
284 O 31.3733 14.5621 17.1621  C283 1.480, C285 1.425
285 C 32.1816 13.7197 16.3449  O284 1.425, H298 1.090, H299 1.090, H300 1.090
286 H 26.9682 12.3148 23.5067  C277 1.090
287 H 25.8485 11.5769 22.4921  C277 1.090
288 H 25.4725 13.2293 23.0932  C277 1.090
289 H 28.0227 14.5146 22.7887  C279 1.090
290 H 26.5116 14.9978 22.0611  C279 1.090
291 H 28.3216 16.0558 20.7274  C280 1.090
292 H 27.4544 14.7952 19.8275  C280 1.090
293 H 29.3056 13.3448 20.4631  N281 1.010
294 H 30.3266 15.8973 19.2736  C282 1.090
295 H 29.2146 14.8732 18.3506  C282 1.090
296 H 30.6693 13.0360 18.4016  C283 1.090
297 H 31.9347 14.0290 19.1795  C283 1.090
298 H 32.2175 14.1373 15.3386  C285 1.090
299 H 31.8504 12.6849 16.2584  C285 1.090
300 H 33.1758 13.6435 16.7850  C285 1.090
301 C 23.3643 25.5583 12.8062  O302 1.457, H310 1.090, H311 1.090, H312 1.090
302 O 24.6858 24.9543 12.6923  C301 1.457, C303 1.453
303 C 25.7488 25.9264 12.8807  O302 1.453, C304 1.537, H313 1.090, H314 1.090
304 C 25.7942 26.4747 14.3157  C303 1.537, N305 1.454, H315 1.090, H316 1.090
305 N 25.7511 25.3869 15.2788  C304 1.454, C306 1.436, H317 1.010
306 C 27.0095 24.8245 15.6804  N305 1.436, C307 1.531, H318 1.090, H319 1.090
307 C 26.9129 23.6608 16.6707  C306 1.531, O308 1.461, H320 1.090, H321 1.090
308 O 26.3443 22.5057 15.9800  C307 1.461, C309 1.433
309 C 26.1932 21.3586 16.8254  O308 1.433, H322 1.090, H323 1.090, H324 1.090
310 H 23.0917 25.6328 13.8589  C301 1.090
311 H 22.6629 24.9268 12.2611  C301 1.090
312 H 23.2267 26.5388 12.3504  C301 1.090
313 H 25.7182 26.7057 12.1192  C303 1.090
314 H 26.6695 25.3744 12.6921  C303 1.090
315 H 24.9861 27.1892 14.4724  C304 1.090
316 H 26.7153 27.0408 14.4547  C304 1.090
317 H 25.1556 24.6959 14.8453  N305 1.010
318 H 27.5400 25.6232 16.1988  C306 1.090
319 H 27.5852 24.4704 14.8252  C306 1.090
320 H 26.3386 23.8835 17.5700  C307 1.090
321 H 27.9216 23.3864 16.9794  C307 1.090
322 H 25.9001 20.4958 16.2273  C309 1.090
323 H 25.4588 21.5428 17.6096  C309 1.090
324 H 27.1092 21.0407 17.3232  C309 1.090
325 C 16.9514 20.9126 12.6386  O326 1.422, H334 1.090, H335 1.090, H336 1.090
326 O 18.0423 21.1370 13.5233  C325 1.422, C327 1.432
327 C 18.0239 20.2048 14.6102  O326 1.432, C328 1.546, H337 1.090, H338 1.090
328 C 19.0875 20.5066 15.6904  C327 1.546, N329 1.460, H339 1.090, H340 1.090
329 N 20.4342 20.3099 15.1617  C328 1.460, C330 1.456, H341 1.010
330 C 21.4591 20.8716 16.0297  N329 1.456, C331 1.551, H342 1.090, H343 1.090
331 C 22.7322 21.0499 15.1627  C330 1.551, O332 1.474, H344 1.090, H345 1.090
332 O 22.7412 22.2024 14.2438  C331 1.474, C333 1.444
333 C 23.9217 22.1250 13.4161  O332 1.444, H346 1.090, H347 1.090, H348 1.090
334 H 17.1614 19.9958 12.0876  C325 1.090
335 H 16.7141 21.6774 11.8990  C325 1.090
336 H 15.9932 20.6233 13.0701  C325 1.090
337 H 18.1485 19.1839 14.2490  C327 1.090
338 H 17.0381 20.1604 15.0732  C327 1.090
339 H 18.9063 20.0599 16.6680  C328 1.090
340 H 18.9397 21.5668 15.8960  C328 1.090
341 H 20.4655 20.8223 14.2919  N329 1.010
342 H 21.5807 20.1374 16.8261  C330 1.090
343 H 21.2027 21.8162 16.5094  C330 1.090
344 H 22.8648 20.1747 14.5267  C331 1.090
345 H 23.5724 21.0787 15.8565  C331 1.090
346 H 23.9018 22.8291 12.5843  C333 1.090
347 H 23.9216 21.1563 12.9162  C333 1.090
348 H 24.8543 22.1099 13.9801  C333 1.090

Results
Energy above the lowest of the compared OMol25 structures with the same formula, charge and spin   131.5 kJ/mol
Charge   0
Highest occupied orbital energy   -0.301 Eh
Frontier orbital gap   8.8 eV